Entry 1:
{
  "formula": "C36H22BrF4KN6P",
  "method": "ωB97M-V/def2-TZVPD",
  "e_lumo_ha": -0.12530,
  "homo_lumo_gap_ev": 7.854,
  "e_homo_ev": -11.26,
  "total_charge": 1,
  "species": ["K", "C", "C", "N", "C", "C", "N", "C", "C", "C", "C", "C", "N", "C", "C", "N", "C", "C", "N", "C", "C", "C", "N", "C", "C", "H", "H", "H", "H", "H", "H", "H", "H", "H", "H", "H", "H", "F", "C", "C", "F", "C", "F", "C", "P", "C", "C", "C", "C", "C", "C", "C", "C", "C", "C", "C", "C", "C", "Br", "C", "F", "H", "H", "H", "H", "H", "H", "H", "H", "H", "H"],
  "coordinates": [[0.127, -0.843, -0.458], [4.360, 1.040, -1.463], [3.021, 0.678, -1.421], [2.523, -0.036, -0.421], [3.346, -0.381, 0.574], [4.691, -0.014, 0.517], [5.191, 0.681, -0.494], [2.735, -1.078, 1.735], [3.488, -1.517, 2.817], [2.861, -2.073, 3.932], [1.469, -2.110, 3.905], [0.788, -1.688, 2.769], [1.409, -1.208, 1.696], [-0.695, -1.697, 2.732], [-1.465, -2.542, 3.532], [-2.785, -2.439, 3.593], [-3.362, -1.506, 2.847], [-2.613, -0.725, 1.975], [-1.292, -0.829, 1.909], [3.641, -2.582, 5.088], [5.025, -2.435, 5.172], [5.698, -2.954, 6.267], [5.097, -3.593, 7.263], [3.780, -3.732, 7.193], [3.017, -3.253, 6.139], [4.775, 1.620, -2.278], [2.328, 0.968, -2.204], [5.398, -0.270, 1.296], [4.560, -1.418, 2.795], [0.902, -2.434, 4.763], [-1.019, -3.334, 4.121], [-4.435, -1.395, 2.940], [-3.078, -0.005, 1.312], [5.598, -1.919, 4.416], [6.774, -2.853, 6.349], [3.309, -4.254, 8.018], [1.950, -3.420, 6.149], [-1.125, 6.778, -1.277], [-1.206, 5.489, -1.548], [-1.711, 5.057, -2.760], [-2.132, 5.937, -3.653], [-1.795, 3.700, -3.031], [-2.364, 3.370, -4.191], [-1.368, 2.727, -2.129], [-1.343, 0.899, -2.448], [-1.232, 0.794, -4.265], [-2.152, 0.096, -5.037], [-1.947, -0.039, -6.404], [-0.826, 0.515, -7.001], [0.107, 1.194, -6.229], [-0.086, 1.318, -4.865], [-3.082, 0.467, -2.087], [-3.322, -0.703, -1.371], [-4.617, -1.106, -1.078], [-5.688, -0.332, -1.497], [-5.458, 0.838, -2.210], [-4.166, 1.239, -2.505], [-0.907, 3.195, -0.894], [-0.477, 2.012, 0.514], [-0.819, 4.548, -0.610], [-0.372, 4.960, 0.572], [-3.037, -0.331, -4.581], [-2.669, -0.575, -7.006], [-0.677, 0.418, -8.068], [0.985, 1.626, -6.693], [0.643, 1.847, -4.258], [-2.486, -1.317, -1.052], [-4.786, -2.021, -0.525], [-6.701, -0.641, -1.277], [-6.293, 1.443, -2.540], [-4.008, 2.148, -3.071]],
  "lowdin_charge": [0.624, -0.089, -0.098, 0.014, -0.182, -0.047, 0.104, -0.187, 0.065, -0.105, 0.061, -0.197, 0.066, -0.198, -0.058, 0.103, -0.088, -0.114, 0.045, -0.154, -0.006, -0.122, 0.075, -0.122, -0.006, 0.116, 0.105, 0.116, 0.097, 0.107, 0.122, 0.117, 0.101, 0.103, 0.113, 0.114, 0.103, 0.161, -0.132, -0.132, 0.153, -0.212, 0.108, -0.300, 1.028, -0.388, -0.079, -0.065, -0.070, -0.072, -0.113, -0.375, -0.132, -0.079, -0.062, -0.054, -0.067, -0.561, 0.874, -0.261, 0.091, 0.104, 0.110, 0.110, 0.109, 0.100, 0.066, 0.111, 0.112, 0.114, 0.105]
}


Entry 2:
{
  "formula": "C36H22Co2O8",
  "method": "ωB97M-V/def2-TZVPD",
  "e_lumo_ha": 0.16434,
  "homo_lumo_gap_ev": 4.553,
  "e_homo_ev": -0.08,
  "total_charge": -2,
  "species": ["C", "C", "C", "C", "C", "C", "C", "C", "C", "C", "C", "C", "O", "C", "C", "C", "C", "C", "C", "C", "O", "C", "C", "H", "H", "H", "H", "H", "H", "H", "H", "H", "H", "H", "H", "H", "H", "H", "O", "C", "Co", "C", "O", "C", "O", "C", "C", "C", "C", "C", "C", "C", "C", "C", "Co", "C", "O", "C", "O", "C", "O", "H", "H", "H", "H", "H", "H", "H"],
  "coordinates": [[-4.459, 1.779, 1.197], [-3.449, 2.086, 2.115], [-2.336, 1.264, 2.241], [-2.207, 0.104, 1.446], [-1.013, -0.727, 1.470], [0.252, -0.207, 1.941], [1.484, -1.090, 1.884], [1.976, -1.539, 0.667], [3.138, -2.307, 0.618], [3.846, -2.568, 1.793], [3.379, -2.063, 3.015], [2.201, -1.318, 3.061], [0.402, 0.950, 2.374], [-1.156, -2.185, 1.219], [-2.123, -2.988, 2.058], [-3.164, -2.449, 2.825], [-4.217, -3.252, 3.279], [-4.186, -4.632, 3.061], [-3.068, -5.207, 2.437], [-2.041, -4.392, 1.957], [-0.564, -2.774, 0.304], [-3.269, -0.234, 0.569], [-4.376, 0.606, 0.438], [-5.307, 2.455, 1.077], [-3.509, 2.972, 2.749], [-1.552, 1.490, 2.958], [1.435, -1.283, -0.241], [3.466, -2.705, -0.344], [4.768, -3.153, 1.754], [3.940, -2.234, 3.934], [1.818, -0.898, 3.994], [-3.169, -1.384, 3.048], [-5.058, -2.784, 3.796], [-5.014, -5.258, 3.397], [-2.996, -6.289, 2.313], [-1.168, -4.832, 1.470], [-3.177, -1.140, -0.037], [-5.167, 0.343, -0.266], [3.397, -0.644, -4.307], [3.362, 0.029, -3.366], [3.254, 1.000, -1.928], [4.423, 0.297, -0.819], [5.305, -0.085, -0.176], [4.310, 2.347, -2.248], [5.132, 3.113, -2.532], [1.350, 1.595, -2.094], [0.850, 2.098, -3.384], [1.669, 2.857, -4.245], [1.171, 3.339, -5.456], [-0.155, 3.091, -5.821], [-0.988, 2.362, -4.966], [-0.494, 1.876, -3.753], [0.601, 0.962, -1.079], [-0.435, 0.131, -0.860], [1.695, 2.209, -0.453], [2.719, 3.644, -0.626], [3.305, 4.636, -0.560], [0.395, 2.939, 0.474], [-0.487, 3.463, 1.005], [2.764, 1.583, 0.826], [3.451, 1.462, 1.751], [2.697, 3.076, -3.950], [1.833, 3.911, -6.107], [-0.541, 3.463, -6.770], [-2.025, 2.171, -5.236], [-1.136, 1.306, -3.075], [-1.439, 0.566, -0.865], [-0.347, -0.955, -0.950]],
  "lowdin_charge": [-0.135, -0.107, -0.043, -0.232, -0.136, -0.349, -0.152, -0.044, -0.085, -0.107, -0.103, -0.037, -0.027, -0.317, -0.119, -0.024, -0.093, -0.123, -0.105, -0.030, 0.035, -0.069, -0.109, 0.078, 0.092, 0.103, 0.090, 0.106, 0.089, 0.085, 0.115, 0.110, 0.094, 0.085, 0.089, 0.112, 0.123, 0.087, 0.059, -0.188, 0.049, -0.228, 0.075, -0.250, 0.072, -0.302, -0.191, -0.039, -0.108, -0.137, -0.110, -0.021, -0.251, -0.011, 0.097, -0.159, 0.116, -0.094, 0.136, -0.166, 0.117, 0.088, 0.089, 0.079, 0.087, 0.099, 0.080, 0.066]
}